Entry 1:
The following is a quantum chemistry calculation of C36H50Br2FKLiMgN4O10S as an isolated structure at a distorted geometry, from the OMol25 dataset.

Last column: Löwdin charge in e.
Atoms and positions in Å:
C: -2.7650 3.1917 2.7659  -0.0332
C: -1.9483 2.1449 3.4659  -0.2492
C: -0.9055 2.5147 4.3034  -0.0242
C: -0.2049 1.5119 4.9400  -0.0286
C: -0.4796 0.1649 4.7768  -0.1439
C: 0.3722 -0.8129 5.5519  -0.3547
C: 0.8011 -2.0847 4.8124  -0.0362
C: -0.2590 -1.1406 6.9099  -0.0963
C: -1.5258 -0.2018 3.9425  -0.2078
O: -1.8029 -1.5332 3.8422  -0.0239
C: -2.6185 -1.9157 2.7499  -0.1129
C: -2.3815 -3.3696 2.5159  -0.0653
C: -1.7961 -3.8057 1.3619  -0.2374
N: -1.3338 -3.0900 0.2940  -0.0109
C: -1.7200 -5.3339 1.5062  -0.4406
O: -1.1804 -6.2060 0.7583  -0.2290
O: -2.3321 -5.6624 2.7288  -0.2183
C: -2.6713 -4.4798 3.4524  -0.4575
O: -3.1190 -4.3565 4.5445  0.1799
C: -2.2347 0.7984 3.3064  0.0263
H: -3.7295 3.3037 3.2602  0.0891
H: -2.9557 2.9463 1.7245  0.0819
H: -2.2849 4.1620 2.8289  0.0535
H: -0.6331 3.5517 4.4784  0.0752
H: 0.5933 1.7933 5.6166  0.1157
H: 1.2934 -0.2813 5.7896  0.1304
H: 1.1388 -1.8816 3.8002  0.0886
H: -0.0418 -2.7671 4.7608  0.0685
H: 1.5609 -2.6030 5.3947  0.0804
H: 0.3771 -1.8587 7.4322  0.0852
H: -1.2936 -1.4692 6.8317  0.0971
H: -0.1633 -0.1872 7.4714  0.0213
H: -2.3764 -1.3949 1.8320  0.1255
H: -3.6650 -1.7953 3.0440  0.1445
H: -0.3364 -2.6823 0.5378  -0.0108
H: -1.9140 -2.2727 0.1322  0.0907
H: -3.0762 0.5624 2.6711  0.1174
C: 2.5246 8.7408 2.3731  -0.0102
C: 1.9986 7.4234 1.7616  -0.4526
C: 1.9773 7.4971 0.2302  -0.1248
C: 0.8579 8.3685 -0.3325  -0.1584
C: -0.4976 7.8980 0.1971  -0.1169
C: -0.5632 7.8461 1.7263  -0.4519
N: 0.6259 7.0876 2.2902  0.0418
O: 0.4335 5.8885 2.1399  0.1310
C: -0.6438 9.2933 2.2598  -0.0305
C: -1.8621 7.2170 2.1906  -0.0303
C: 3.0391 6.3889 2.1806  -0.0301
H: 3.2663 9.1908 1.7151  0.0984
H: 1.7677 9.4948 2.5602  0.0584
H: 3.0040 8.5559 3.3334  0.0919
H: 1.8669 6.4873 -0.1786  0.1323
H: 2.9424 7.8609 -0.1196  0.1308
H: 1.0305 9.4170 -0.0785  0.1119
H: 0.8612 8.3069 -1.4214  0.1225
H: -1.2845 8.5595 -0.1638  0.1357
H: -0.7142 6.9080 -0.2173  0.1332
H: -0.4567 9.3284 3.3333  0.1030
H: -1.6403 9.6940 2.0918  0.0934
H: 0.0335 9.9819 1.7580  0.0689
H: -1.9907 6.2138 1.7860  0.0741
H: -2.7104 7.8100 1.8580  0.0982
H: -1.9109 7.1517 3.2818  0.0955
H: 3.0488 6.2575 3.2628  0.0995
H: 4.0249 6.7334 1.8741  0.1018
H: 2.8761 5.4154 1.7207  0.0891
F: 0.8667 -2.1372 1.0296  -0.5494
Li: -0.8018 -0.2040 9.1311  0.8958
O: -0.9361 5.5666 5.5066  -0.3843
H: -0.2359 5.5743 4.8378  -0.1585
C: 5.0492 -2.7393 -8.5110  -0.0955
N: 4.0181 -3.4190 -7.7092  -0.1209
C: 4.1611 -4.7384 -7.3702  -0.1641
C: 3.2255 -5.3749 -6.5877  0.0446
C: 2.1173 -4.6771 -6.1237  -0.1179
C: 1.9839 -3.3292 -6.5037  0.0633
C: 2.9301 -2.7332 -7.2844  0.0088
C: 1.1178 -5.2861 -5.2507  -0.1687
C: 0.8492 -4.7082 -4.0349  -0.1745
C: -0.1523 -5.2567 -3.2126  -0.2693
N: -0.8231 -6.3245 -3.6179  -0.0652
C: -0.5643 -6.9329 -4.8182  -0.0085
C: 0.3829 -6.4440 -5.6398  0.0277
C: -1.8973 -6.8755 -2.7863  0.0384
H: 5.1808 -3.2884 -9.4405  0.1064
H: 6.0013 -2.7158 -7.9202  -0.0561
H: 4.7315 -1.7227 -8.7220  0.1123
H: 5.0347 -5.2736 -7.7350  -0.0742
H: 3.3799 -6.4132 -6.3274  0.1450
H: 1.1264 -2.7509 -6.1817  0.1318
H: 2.8528 -1.6994 -7.5858  0.1453
H: 1.3954 -3.8490 -3.6972  0.0490
H: -0.4153 -4.8650 -2.2451  -0.0737
H: -1.1677 -7.7964 -5.0593  0.1044
H: 0.5506 -6.9300 -6.5909  0.1312
H: -1.6767 -7.9201 -2.5793  0.1132
H: -2.8342 -6.7848 -3.3348  0.1115
H: -1.9503 -6.3139 -1.8584  0.0761
Br: -0.6610 -2.6935 -3.2396  0.0638
Br: 0.4359 -5.0782 -0.0214  0.7758
Mg: 6.5803 -4.4769 -7.4504  0.6875
O: -4.2404 -8.8651 -7.9629  -0.2363
S: -3.9927 -8.7858 -6.5210  0.2361
O: -4.4400 -7.4879 -5.9790  -0.2600
O: -2.5534 -8.9275 -6.2576  -0.3158
O: -4.7607 -9.8486 -5.8551  -0.2201
K: -4.1611 -5.9501 1.9613  1.1492

The value obtained for the LUMO energy is -5.75 eV. Its total charge is +1. The molar mass is 980.031 g/mol. The spin multiplicity is 1.


Entry 2:
The following is a quantum chemistry calculation of C36H50GeIrNS4Si2Te as an isolated structure at a distorted geometry, from the OMol25 dataset.

Last column: Löwdin charge in e.
Atoms and positions in Å:
Ir: 0.0486 -0.0061 0.7229  0.5180
S: 2.4169 -0.0359 0.6985  -0.0238
S: 2.9988 -0.1729 2.6824  -0.1319
S: 1.8693 1.3701 3.4850  -0.1495
S: -0.0330 0.7568 2.9820  -0.0885
C: -5.1778 2.8135 2.0478  -0.1996
Si: -3.6330 3.1522 1.0052  0.4202
C: -2.2094 3.4853 2.1782  -0.1906
C: -3.9622 4.7680 0.0413  -0.1996
C: -3.3405 1.8058 -0.2859  -0.6148
Te: -2.6762 -0.1899 0.3252  0.9075
C: -5.5753 -0.6480 0.6306  -0.4038
Si: -6.0019 -1.5325 -0.8902  0.2912
C: -5.0364 -3.1588 -1.0671  -0.2139
C: -5.6400 -0.4432 -2.4156  -0.2186
C: -7.8601 -2.0369 -1.0654  -0.2416
H: -5.3021 3.6290 2.7697  0.0143
H: -5.0772 1.8741 2.6000  0.0275
H: -6.0881 2.7568 1.4432  0.0175
H: -2.5008 4.2672 2.8918  0.0265
H: -1.3276 3.8253 1.6354  0.0086
H: -1.9005 2.5993 2.7347  -0.0399
H: -4.0445 5.6244 0.7209  0.0132
H: -4.8913 4.7071 -0.5371  0.0151
H: -3.1404 4.9677 -0.6565  0.0139
H: -2.6212 2.1825 -1.0160  -0.0327
H: -4.2858 1.6161 -0.8074  -0.0219
H: -5.9298 0.3833 0.7242  -0.0839
H: -5.5736 -1.1667 1.5909  -0.0703
H: -3.9627 -2.9492 -1.0677  -0.0176
H: -5.2950 -3.6893 -1.9934  0.0103
H: -5.2446 -3.8200 -0.2231  0.0136
H: -4.5700 -0.2090 -2.4444  -0.0103
H: -6.1979 0.4991 -2.3646  0.0136
H: -5.9130 -0.9493 -3.3503  0.0052
H: -8.1516 -2.6955 -0.2400  -0.0004
H: -8.0599 -2.5667 -2.0101  -0.0070
H: -8.5026 -1.1508 -1.0297  -0.0012
C: 1.6275 0.0217 -2.5585  -0.0370
N: 0.4776 0.6564 -3.2689  -0.1642
C: -0.1645 -0.3030 -4.1992  -0.0054
C: -0.5699 1.2203 -2.3229  -0.1682
C: 0.0000 2.2923 -1.4522  -0.3019
C: 0.2355 3.5358 -2.0472  -0.0938
C: 0.8196 4.5630 -1.3260  -0.1286
C: 1.1475 4.3184 0.0034  -0.1075
C: 0.8837 3.0890 0.5904  -0.1805
C: 0.3040 2.0037 -0.0952  -0.3315
H: 2.3437 -0.3125 -3.3104  0.1011
H: 1.2448 -0.7943 -1.9519  0.0350
H: 2.0708 0.7551 -1.8875  0.0615
H: 0.8542 1.4511 -3.7804  0.1631
H: -0.5483 -1.1299 -3.6050  0.1020
H: 0.5676 -0.6732 -4.9125  0.0873
H: -0.9870 0.1895 -4.7129  0.1011
H: -0.8911 0.3774 -1.7071  0.0086
H: -1.3783 1.5576 -2.9757  0.1264
H: -0.0762 3.7084 -3.0790  0.0957
H: 0.9963 5.5328 -1.7777  0.0805
H: 1.6105 5.1036 0.5951  0.0927
H: 1.1507 2.9462 1.6306  0.0054
C: -0.0014 -1.6981 0.3465  -0.6635
Ge: 0.0325 -3.5458 -0.0942  0.8786
C: -0.0838 -3.7886 -2.0645  -0.2437
C: 0.9797 -3.2400 -2.7885  -0.1408
C: 1.0150 -3.2849 -4.1753  -0.1335
C: -0.0290 -3.8769 -4.8792  -0.1152
C: -1.0978 -4.4195 -4.1787  -0.0949
C: -1.1214 -4.3742 -2.7870  -0.0920
C: -1.2375 -4.5604 1.0149  -0.2591
C: -2.1724 -5.5045 0.6039  -0.1120
C: -3.0196 -6.1197 1.5191  -0.1063
C: -2.9526 -5.7869 2.8636  -0.1059
C: -2.0307 -4.8376 3.2901  -0.0849
C: -1.1835 -4.2329 2.3739  -0.0959
C: 1.7856 -4.3298 0.3812  -0.2635
C: 2.7540 -3.5185 0.9748  -0.1112
C: 3.9920 -4.0417 1.3340  -0.0840
C: 4.2784 -5.3808 1.1009  -0.1166
C: 3.3210 -6.1993 0.5102  -0.1182
C: 2.0846 -5.6734 0.1571  -0.1170
H: 1.8010 -2.7758 -2.2478  0.0982
H: 1.8584 -2.8580 -4.7080  0.0975
H: -0.0099 -3.9113 -5.9622  0.0917
H: -1.9237 -4.8733 -4.7139  0.0962
H: -1.9827 -4.7806 -2.2704  0.0800
H: -2.2487 -5.7846 -0.4398  0.0772
H: -3.7446 -6.8476 1.1740  0.0928
H: -3.6255 -6.2516 3.5745  0.0910
H: -1.9810 -4.5529 4.3338  0.0992
H: -0.4915 -3.4665 2.7157  0.1077
H: 2.5320 -2.4702 1.1584  -0.0185
H: 4.7259 -3.3951 1.8010  0.0994
H: 5.2428 -5.7893 1.3826  0.0872
H: 3.5375 -7.2465 0.3299  0.0867
H: 1.3418 -6.3244 -0.2988  0.0967

The value obtained for the LUMO energy is 3.60 eV. Its total charge is -2. The molar mass is 1073.670 g/mol. The spin multiplicity is 1. The energy above the lowest of the compared OMol25 structures with the same formula, charge and spin is 86.7 kcal per mole.